1.
Computed, not measured: C35H67BrN5OS2Si3W as an isolated structure, with ωB97M-V/def2-TZVPD.

Properties
* total charge: +1
* lowest unoccupied orbital energy (alpha / beta): -2.37 / -2.33 eV
* strongest force on any atom: 0.8 eV/A
* energy above the lowest of the compared OMol25 structures with the same formula, charge and spin: 3.0 kcal/mol
* frontier orbital gap (alpha / beta): 6.877 / 6.748 eV
* HOMO energy (alpha / beta): -9.2 / -9.1 eV

Element x y z (Å)
W -0.1121 1.4253 -1.3954
C -3.0526 1.8580 -3.1425
C -2.3449 0.6102 -3.6298
N -1.5252 0.0097 -2.5620
C -2.2512 -0.8929 -1.6424
C -3.0972 -0.1573 -0.6146
S -2.1594 1.2137 0.1515
C -3.2170 2.6588 -0.1686
C -2.7778 3.5038 -1.3655
N -2.1162 2.6753 -2.3695
H -3.8949 1.6031 -2.5024
H -3.4679 2.4058 -3.9926
H -1.6674 0.8822 -4.4375
H -3.0627 -0.1151 -4.0248
H -0.8172 -0.5581 -3.0170
H -1.4915 -1.4779 -1.1254
H -2.8898 -1.5825 -2.2064
H -3.3534 -0.8457 0.1897
H -4.0276 0.2239 -1.0296
H -3.2060 3.2564 0.7417
H -4.2277 2.2664 -0.2781
H -2.0676 4.2568 -1.0443
H -3.6553 4.0129 -1.7791
H -1.5645 3.2663 -2.9848
C -0.2820 2.8303 2.1664
Si 0.1275 4.0769 0.8318
C -1.1526 5.4475 1.0331
C 1.8459 4.7338 1.2306
N 0.1104 3.3890 -0.8081
C 0.7325 4.1687 -1.8108
C 1.0224 5.5297 -1.6796
C 1.7017 6.2178 -2.6725
C 2.1117 5.5478 -3.8082
C 1.7993 4.2078 -3.9691
C 1.0664 3.5095 -3.0064
N 0.6340 2.1594 -3.1170
Si 1.2130 1.3124 -4.5609
C 3.0929 1.3324 -4.4985
C 0.4856 2.0622 -6.1223
C 0.7509 -0.5087 -4.6988
H -0.0311 3.3361 3.1046
H 0.3319 1.9308 2.1064
H -1.3267 2.5305 2.2437
H -0.9185 5.9973 1.9489
H -2.1627 5.0497 1.1605
H -1.1864 6.1725 0.2198
H 2.2711 4.1583 2.0558
H 1.8140 5.7808 1.5397
H 2.5321 4.6608 0.3871
H 0.7473 6.0633 -0.7812
H 1.9213 7.2696 -2.5456
H 2.6726 6.0617 -4.5776
H 2.1324 3.7225 -4.8738
H 3.5406 1.7457 -5.4046
H 3.4745 0.3147 -4.3835
H 3.4496 1.9255 -3.6549
H 0.4428 3.1497 -6.1199
H -0.5330 1.6941 -6.2776
H 1.0661 1.7524 -6.9952
H 1.0425 -1.1257 -3.8510
H 1.3387 -0.8588 -5.5534
H -0.2926 -0.7036 -4.9561
O 0.7303 -0.4868 -1.5835
N 1.9311 -0.8757 -1.1779
C 2.3475 -2.1219 -1.5202
C 3.5843 -2.5456 -1.1476
C 4.4024 -1.6855 -0.3929
C 3.9532 -0.4379 -0.0573
C 2.6809 -0.0064 -0.4745
S 2.0072 1.5393 -0.2199
H 1.6332 -2.7001 -2.0852
H 3.9087 -3.5367 -1.4263
H 5.3867 -2.0088 -0.0836
H 4.5576 0.2534 0.5119
C 1.8820 -4.3793 1.6835
C 0.3528 -4.4265 1.8111
C -0.2030 -4.3023 0.3825
C -0.0354 -5.8131 2.3549
Si -0.2598 -3.0302 2.9861
Br -0.0924 -1.1219 1.7516
C 0.8658 -2.7196 4.4983
C 1.1604 -4.0385 5.2343
C 0.1759 -1.7639 5.4868
C 2.2009 -2.0569 4.1170
C -2.1256 -3.1276 3.4184
C -2.9594 -3.5534 2.1992
C -2.6812 -1.7676 3.8705
C -2.3707 -4.1435 4.5481
H 2.1971 -5.1123 0.9330
H 2.3880 -4.6347 2.6135
H 2.2326 -3.3987 1.3582
H 0.2306 -5.1005 -0.2290
H 0.0676 -3.3467 -0.0701
H -1.2852 -4.4054 0.3298
H 0.4102 -6.5862 1.7209
H -1.1124 -5.9740 2.3467
H 0.3236 -5.9823 3.3712
H 0.2537 -4.5690 5.5295
H 1.7180 -3.8157 6.1487
H 1.7730 -4.7186 4.6420
H -0.7213 -2.1939 5.9342
H -0.0903 -0.8136 5.0180
H 0.8704 -1.5447 6.3026
H 2.8064 -2.6570 3.4402
H 2.7831 -1.9065 5.0309
H 2.0488 -1.0785 3.6587
H -2.7861 -2.9006 1.3406
H -4.0205 -3.4874 2.4582
H -2.7677 -4.5800 1.8921
H -2.6041 -1.0171 3.0812
H -2.1839 -1.3703 4.7553
H -3.7404 -1.8898 4.1163
H -1.9994 -5.1400 4.3076
H -3.4475 -4.2307 4.7225
H -1.9170 -3.8317 5.4898

Löwdin population analysis, charges in e, atoms 1 to 99: 1.27, -0.17, -0.16, -0.18, -0.24, -0.38, 0.86, -0.37, -0.24, -0.14, 0.10, 0.14, 0.08, 0.14, 0.06, 0.09, 0.13, 0.07, 0.08, 0.07, 0.08, 0.08, 0.14, 0.12, -0.22, 0.38, -0.17, -0.17, -0.33, -0.33, -0.06, -0.08, -0.08, -0.07, -0.32, -0.24, 0.44, -0.15, -0.16, -0.17, 0.05, -0.02, -0.01, 0.04, 0.02, 0.03, 0.03, 0.04, 0.03, 0.08, 0.11, 0.11, 0.08, 0.04, 0.03, 0.03, 0.03, 0.02, 0.04, 0.01, 0.05, 0.03, -0.36, -0.18, -0.02, -0.04, -0.04, -0.05, -0.61, 0.81, 0.14, 0.12, 0.12, 0.12, -0.10, -0.62, -0.11, -0.08, 0.49, 0.58, -0.63, -0.08, -0.10, -0.11, -0.62, -0.10, -0.11, -0.08, 0.09, 0.07, 0.06, 0.09, 0.03, 0.06, 0.09, 0.07, 0.07, 0.07, 0.09

2.
Computed, not measured: FeH6IO3 as an isolated structure at a distorted geometry, with ωB97M-V/def2-TZVPD.

Properties
* total charge: 0
* lowest unoccupied orbital energy (alpha / beta): -0.46 / -2.61 eV
* strongest force on any atom: 1.5 eV/A
* expectation value of S²: 8.755
* frontier orbital gap (alpha / beta): 8.318 / 7.186 eV
* 2S+1: 6
* HOMO energy (alpha / beta): -8.8 / -9.8 eV

Element x y z (Å)
Fe 2.7255 0.3304 2.4311
I 0.7387 -0.0011 0.2355
O 1.2740 -0.6949 -3.2439
H 1.0684 -1.6262 -3.1620
H 1.3108 -0.3770 -2.3418
O -0.4644 3.2514 1.7507
H -0.9787 3.8882 1.2546
H -0.4371 2.4760 1.1901
O -2.0271 -2.5175 0.8796
H -1.5092 -1.7125 0.8752
H -1.7009 -3.0167 0.1309

Okay, here come the Löwdin numbers, in e, for every atom: 0.50, 0.04, -0.10, 0.02, -0.14, -0.10, 0.03, -0.09, -0.09, -0.09, 0.02

3.
Computed, not measured: a 4-piece molecular cluster, C29H58Cl2F3O9S overall at a distorted geometry, with ωB97M-V/def2-TZVPD.

Properties
* total charge: +1
* lowest unoccupied orbital energy: -4.24 eV
* strongest force on any atom: 4.1 eV/A
* frontier orbital gap: 6.123 eV
* HOMO energy: -10.4 eV

Element x y z (Å)
C 10.2379 -0.2181 -1.4655
C 8.9648 0.2813 -2.2639
Cl 8.7937 2.1041 -2.4087
C 8.0065 -0.5391 -2.8786
Cl 8.2301 -2.3639 -2.7664
S 6.5484 0.0329 -3.8367
C 5.6650 -1.5174 -4.4358
C 4.8584 -2.2686 -3.2795
C 4.2423 -3.6342 -3.8579
F 4.0282 -3.8218 -5.2471
C 3.9615 -4.6454 -2.8646
F 2.6673 -4.7594 -2.3467
F 4.9829 -5.4973 -2.3964
C 5.2924 0.9141 -2.7955
C 5.5858 0.9472 -1.2297
C 4.4281 1.8877 -0.5883
C 5.4624 -0.4608 -0.4851
H 11.2267 0.0890 -1.9620
H 10.2925 -1.3420 -1.3316
H 10.2475 0.2369 -0.4154
H 6.3813 -2.1894 -5.0100
H 4.8765 -1.1462 -5.1859
H 3.9605 -1.6888 -2.8833
H 5.4804 -2.5753 -2.3816
H 4.2630 0.4677 -2.9869
H 5.2444 1.9908 -3.1946
H 6.5697 1.4227 -0.9315
H 3.4035 1.4872 -0.9235
H 4.5104 1.9204 0.5468
H 4.4796 2.9485 -1.0250
H 4.4033 -0.8830 -0.4799
H 6.2468 -1.1880 -0.8707
H 5.7119 -0.2581 0.6187
C 0.8084 -6.3547 0.4305
O 0.2140 -5.1014 0.7090
C 0.5204 -4.1363 -0.2891
C -0.3003 -2.8711 -0.0722
O -1.6086 -2.9568 -0.6315
C -2.5416 -3.7388 0.1156
C -3.0634 -3.0153 1.3488
O -2.1536 -3.1644 2.4339
C -2.4999 -2.3386 3.5290
H 1.8974 -6.2610 0.3658
H 0.5617 -7.0367 1.2449
H 0.4094 -6.7675 -0.5018
H 0.3125 -4.5501 -1.2823
H 1.5876 -3.8942 -0.2081
H 0.1895 -2.0553 -0.6129
H -0.3385 -2.5851 0.9811
H -2.1289 -4.7186 0.3621
H -3.3851 -3.9024 -0.5609
H -4.0226 -3.4529 1.6499
H -3.2016 -1.9504 1.1259
H -2.4347 -1.2825 3.2465
H -1.7908 -2.5269 4.3359
H -3.5083 -2.5714 3.8852
C 2.0168 6.3345 4.3802
O 1.4694 6.1971 3.0827
C 2.4720 6.2533 2.0754
C 1.8791 5.8932 0.7194
O 1.8107 4.4834 0.5011
C 0.7553 3.8106 1.1889
C -0.6052 4.0263 0.5406
O -1.1736 5.2536 0.9812
C -2.3370 5.5897 0.2488
H 2.5482 7.2864 4.4774
H 1.1971 6.3142 5.0992
H 2.6926 5.5012 4.5995
H 3.2864 5.5620 2.3223
H 2.8594 7.2788 2.0406
H 2.5537 6.2708 -0.0542
H 0.9076 6.3651 0.5604
H 0.7472 4.0690 2.2494
H 0.9981 2.7462 1.1157
H -1.2820 3.2148 0.8343
H -0.5005 4.0380 -0.5510
H -2.0904 5.7536 -0.8053
H -2.7423 6.5152 0.6588
H -3.0926 4.8032 0.3410
C -5.4804 -0.7282 -1.2194
O -6.4648 -0.7904 -0.2048
C -6.1182 0.0075 0.9234
C -7.2878 0.0848 1.8964
O -8.2365 1.0891 1.5424
C -9.1052 0.7536 0.4605
C -10.2085 -0.2134 0.8668
O -9.7311 -1.5545 0.8279
C -10.6578 -2.4608 1.3943
H -4.5116 -1.0714 -0.8414
H -5.7902 -1.3809 -2.0366
H -5.3951 0.2938 -1.6038
H -5.8395 1.0150 0.5938
H -5.2628 -0.4657 1.4221
H -6.8957 0.3914 2.8703
H -7.7705 -0.8851 2.0320
H -8.5418 0.3902 -0.4010
H -9.5752 1.6965 0.1672
H -11.0439 -0.1309 0.1612
H -10.5592 0.0250 1.8779
H -10.8045 -2.2424 2.4571
H -10.2511 -3.4683 1.2995
H -11.6150 -2.4163 0.8652

Löwdin population analysis, charges in e, atoms 1 to 99: -0.10, -0.63, 0.64, -0.77, 0.66, 1.09, -0.33, -0.18, -0.13, 0.02, -0.11, 0.08, 0.08, -0.32, -0.42, -0.08, -0.09, 0.11, 0.06, 0.10, 0.11, 0.13, 0.12, 0.09, 0.11, 0.12, 0.10, 0.10, 0.10, 0.09, 0.10, 0.05, 0.10, -0.10, -0.19, -0.22, -0.18, -0.14, -0.17, -0.20, -0.20, -0.11, 0.08, 0.09, 0.09, 0.12, 0.11, 0.12, 0.12, 0.12, 0.13, 0.13, 0.11, 0.09, 0.09, 0.09, -0.11, -0.20, -0.20, -0.17, -0.16, -0.18, -0.20, -0.20, -0.10, 0.09, 0.09, 0.09, 0.13, 0.13, 0.12, 0.12, 0.12, 0.12, 0.12, 0.13, 0.09, 0.09, 0.09, -0.10, -0.20, -0.20, -0.17, -0.14, -0.17, -0.20, -0.21, -0.11, 0.07, 0.09, 0.09, 0.13, 0.11, 0.13, 0.12, 0.12, 0.13, 0.13, 0.13

4.
Computed, not measured: a 2-piece molecular cluster, C5H11NO overall at a distorted geometry, with ωB97M-V/def2-TZVPD.

Properties
* total charge: 0
* lowest unoccupied orbital energy: 1.12 eV
* strongest force on any atom: 1.4 eV/A
* energy above the lowest of the compared OMol25 structures with the same formula, charge and spin: 20.1 kcal/mol
* frontier orbital gap: 10.512 eV
* HOMO energy: -9.4 eV

Element x y z (Å)
C -0.5571 -1.6895 -0.9158
C 0.5831 -1.0659 -0.1157
C 0.2476 0.3067 0.4745
C 1.3629 0.8019 1.3974
N -0.0578 1.2396 -0.6127
C -2.9533 1.4034 -1.1143
O -3.1943 0.7282 -0.2307
H -1.4442 -1.8296 -0.2869
H -0.8410 -1.0450 -1.7526
H -0.2690 -2.6688 -1.3137
H 0.8746 -1.7356 0.7038
H 1.4730 -0.9600 -0.7555
H -0.6756 0.2052 1.0638
H 1.5554 0.0956 2.2127
H 2.2961 0.9329 0.8341
H 1.0999 1.7667 1.8468
H 0.7648 1.3545 -1.2018
H -0.2652 2.1597 -0.2334

Okay, here come the Löwdin numbers, in e, for every atom: -0.11, -0.24, -0.49, -0.08, 0.02, -0.01, -0.01, 0.07, 0.06, 0.07, 0.11, 0.11, 0.13, 0.07, 0.08, 0.07, 0.08, 0.07